{
  "formula": "C36H48N6O8P2",
  "method": "ωB97M-V/def2-TZVPD",
  "total_energy_ev": -82011.3061,
  "total_charge": 0,
  "elements": ["P", "P", "O", "O", "O", "O", "O", "O", "O", "O", "N", "N", "N", "N", "N", "N", "C", "C", "C", "C", "C", "C", "C", "C", "C", "C", "C", "C", "C", "C", "C", "C", "C", "C", "C", "C", "C", "C", "C", "C", "C", "C", "C", "C", "C", "C", "C", "C", "C", "C", "C", "C", "H", "H", "H", "H", "H", "H", "H", "H", "H", "H", "H", "H", "H", "H", "H", "H", "H", "H", "H", "H", "H", "H", "H", "H", "H", "H", "H", "H", "H", "H", "H", "H", "H", "H", "H", "H", "H", "H", "H", "H", "H", "H", "H", "H", "H", "H", "H", "H"],
  "coordinates": [[-4.289959, 0.045956, -3.526855], [3.436790, -3.320699, 2.768480], [2.177556, -2.457109, 3.255666], [4.562631, -2.211025, 2.660830], [3.966809, -4.203975, 3.964410], [-5.387547, -0.306903, -2.491134], [-3.080737, 0.653168, -3.050784], [3.112278, -4.055884, 1.560196], [-3.939599, -1.261081, -4.380389], [-5.340763, 0.894723, -4.390590], [-1.956179, -3.450149, -0.941400], [0.168727, 2.456610, -1.421174], [-0.226167, 1.072028, 4.839141], [4.847190, 2.209109, 0.515693], [-3.441153, -0.911816, 2.027153], [-0.986502, 3.257611, -6.078807], [6.108364, 2.670083, 0.422385], [7.051203, 2.251072, -0.505990], [4.529013, -3.534482, 5.147992], [-4.998225, -0.632985, -1.160150], [-2.063297, 5.412059, -5.785509], [1.931191, 2.469276, 3.707202], [0.974115, 0.488279, 4.668756], [0.874451, -3.033953, 3.340408], [0.779876, -3.053438, -0.662173], [1.294882, 1.909599, 0.610637], [0.171865, 1.187158, 1.039527], [4.486618, 1.312862, -0.423664], [-2.686358, -0.984260, 4.323272], [-4.946776, -2.181719, -4.842661], [0.158631, -4.214082, -0.169832], [-2.424281, -2.344161, 4.200721], [1.217566, 2.503899, -0.618949], [-2.055348, 5.200855, -4.379587], [-0.946523, 1.201073, 0.222828], [4.504627, -1.220573, 1.594770], [-1.210087, -4.316446, -0.297965], [-0.901759, 1.848514, -1.005618], [-0.023685, -2.100419, -1.315703], [6.628960, 1.399983, -1.520269], [-2.676948, -2.970295, 2.933281], [-1.551892, 4.003476, -3.836205], [-3.153830, -0.305501, 3.155305], [-3.198593, -2.216464, 1.900117], [-0.302426, 2.371776, 4.456366], [0.700639, 3.081530, 3.902255], [2.076701, 1.141203, 4.089552], [-1.463619, 4.402465, -6.544552], [-1.096098, 3.045138, -4.782760], [-4.690030, 1.620159, -5.505513], [5.348400, 0.902024, -1.418572], [-1.394942, -2.328549, -1.347441], [-4.975142, -1.921263, -5.893489], [-1.488446, 4.455889, -7.637804], [-2.499912, 5.953449, -3.698787], [-5.897819, -0.689335, -0.565494], [-5.941916, -2.000625, -4.395876], [4.359036, -1.788052, 0.680916], [8.079514, 2.678769, -0.550353], [-1.665037, 1.628145, -1.733084], [-2.096758, -1.611395, -1.792632], [5.319592, -2.894889, 4.803247], [3.489878, 0.864985, -0.437328], [-3.365758, -2.643636, 0.904931], [2.758285, 3.051527, 3.269174], [0.670656, -4.938788, 0.491554], [-3.732160, 1.139682, -5.705131], [2.997158, 0.640769, 3.944890], [-4.506894, -1.605060, -1.118560], [4.948851, -4.210891, 5.903088], [5.487088, -0.833281, 1.665343], [-1.572605, 3.736518, -2.766194], [0.265443, -1.139241, -1.689423], [0.467444, 4.033694, 3.474280], [3.682528, -0.514685, 1.719194], [2.223063, 1.975779, 1.165431], [-3.348820, 0.755729, 3.209692], [-2.032593, -2.970787, 5.021652], [-1.727948, -5.151741, 0.126226], [7.305025, 1.103460, -2.298430], [-1.758658, 0.481042, 0.306086], [4.955344, 0.214309, -2.139191], [0.275465, 0.598534, 1.959156], [0.192220, -2.393061, 3.882679], [-2.419986, -3.981478, 2.797895], [-1.285134, 2.763358, 4.471650], [-4.310145, 0.061139, -0.690958], [-2.569814, 6.200767, -6.320437], [-4.465406, 2.591820, -5.106625], [-4.531586, -3.165241, -4.710841], [0.441881, -3.090105, 2.347092], [-2.458549, -0.382987, 5.184164], [-0.723492, 2.078138, -4.515525], [3.725914, -2.939372, 5.641315], [6.344394, 3.402104, 1.197048], [1.115030, -0.543388, 4.936344], [-5.225044, 1.697046, -6.468250], [1.820522, -2.894368, -0.502034], [2.179188, 2.827292, -1.050116], [0.820386, -4.026001, 3.780772]],
  "forces_ev_per_angstrom": [[-2.2, -0.8, -1.8], [-0.3, 0.8, 0.2], [0.4, 0.0, 0.9], [-0.7, 0.1, 0.3], [0.3, 0.1, 1.0], [-0.3, -0.6, 1.4], [1.7, 1.0, 0.5], [0.1, -0.7, -0.6], [0.0, 0.5, 1.2], [1.0, 0.5, -1.8], [-1.2, 0.4, 0.4], [0.8, 1.1, -1.1], [1.2, 0.2, 0.0], [0.0, -0.5, -0.8], [-0.1, 0.5, -0.7], [-0.3, 0.1, -0.2], [-0.4, 0.0, 0.9], [0.6, 0.8, -0.7], [-1.0, 0.4, 0.1], [0.2, -0.8, 0.7], [0.6, -1.6, 0.9], [0.6, 0.2, 0.2], [0.0, 1.0, -0.5], [-0.7, -0.1, -0.7], [-1.2, 0.0, -0.4], [-0.8, -0.3, 0.5], [0.6, 0.3, 0.3], [0.5, 0.3, 0.4], [0.0, 0.0, -1.5], [0.1, 1.3, -0.6], [0.6, 0.5, 1.0], [-0.4, -0.5, -1.0], [1.5, -0.1, -0.6], [-0.4, 0.2, 0.2], [-0.2, -1.2, -0.2], [-0.5, -1.6, 0.3], [0.5, -0.6, -0.3], [-0.3, -1.1, 0.6], [-0.4, -0.6, 1.0], [0.1, 0.0, 1.0], [0.1, 1.7, 1.5], [-0.3, -0.3, -1.3], [0.1, -0.9, 1.5], [0.3, -0.3, 0.0], [-0.8, -2.2, 0.3], [1.0, 0.2, -0.8], [-1.1, 0.9, 0.3], [-0.9, 0.6, -0.8], [0.4, 0.7, 1.0], [0.5, -0.4, 0.5], [-0.3, -0.2, -0.6], [-0.1, 0.1, -1.1], [-0.5, -0.5, -0.4], [0.2, 0.3, 0.3], [0.3, -0.5, -0.5], [-0.2, 0.1, 0.1], [0.6, -0.3, 0.0], [0.1, 0.2, -0.4], [-1.0, -0.3, 0.3], [-0.5, 0.4, -0.1], [0.5, 0.0, 0.1], [0.3, 0.4, 0.0], [0.2, 0.4, 0.4], [0.0, 0.0, 0.5], [-0.4, -0.5, 0.1], [0.0, 0.5, -0.8], [0.1, 0.0, -0.2], [0.7, -0.6, -0.1], [0.0, -0.2, -0.1], [-0.4, -0.4, -0.7], [0.6, 1.1, -0.4], [0.0, 0.4, -0.8], [0.8, 0.2, -0.1], [0.2, 0.6, 0.1], [0.2, 0.1, 0.3], [-0.1, -0.2, 0.0], [0.0, 0.2, -0.1], [-0.2, 0.6, -0.4], [-0.2, -0.6, 0.1], [0.1, -0.1, -0.3], [-0.1, 0.3, 0.7], [0.0, -0.3, -0.4], [-0.5, 0.2, -0.3], [0.4, 0.4, 0.4], [0.1, -1.1, -0.2], [-0.9, 0.5, 0.3], [0.0, 0.5, -0.3], [0.1, 0.4, 0.4], [0.0, 0.6, -0.1], [-0.2, -0.4, 0.2], [0.1, -0.2, -0.3], [0.0, -0.1, 0.3], [0.0, -0.4, 0.8], [0.6, -0.3, -0.4], [0.2, -0.1, -0.3], [-0.3, -0.3, 0.2], [-0.4, -0.4, 0.9], [0.7, 0.0, 0.0], [-0.7, 0.5, 0.1], [0.5, -0.1, 0.2]]
}

=====

{
  "formula": "C36H48N9O15",
  "method": "ωB97M-V/def2-TZVPD",
  "relative_energy_ev": 0.0000,
  "total_energy_ev": -82203.2002,
  "total_charge": -1,
  "elements": ["O", "O", "O", "O", "O", "O", "O", "O", "O", "O", "O", "O", "O", "O", "O", "N", "N", "N", "N", "N", "N", "N", "N", "N", "C", "C", "C", "C", "C", "C", "C", "C", "C", "C", "C", "C", "C", "C", "C", "C", "C", "C", "C", "C", "C", "C", "C", "C", "C", "C", "C", "C", "C", "C", "C", "C", "C", "C", "C", "C", "H", "H", "H", "H", "H", "H", "H", "H", "H", "H", "H", "H", "H", "H", "H", "H", "H", "H", "H", "H", "H", "H", "H", "H", "H", "H", "H", "H", "H", "H", "H", "H", "H", "H", "H", "H", "H", "H", "H", "H", "H", "H", "H", "H", "H", "H", "H", "H"],
  "coordinates": [[39.630000, 21.093000, 36.088000], [46.270000, 26.573000, 36.182000], [43.738000, 35.549000, 39.611000], [39.111000, 28.013000, 34.412000], [38.843000, 25.692000, 43.024000], [44.242000, 26.001000, 39.774000], [41.102000, 21.309000, 42.342000], [41.630000, 21.264000, 36.635000], [43.291000, 27.699000, 40.610000], [34.830000, 30.458000, 39.777000], [35.533000, 31.856000, 38.186000], [46.352000, 31.255000, 40.149000], [42.843000, 26.980000, 38.645000], [41.683000, 35.987000, 39.618000], [38.287000, 26.361000, 45.088000], [47.438000, 29.508000, 39.341000], [40.454000, 21.670000, 36.724000], [35.707000, 30.876000, 38.881000], [42.627000, 35.054000, 39.556000], [45.041000, 24.700000, 35.350000], [39.032000, 26.288000, 44.131000], [42.725000, 22.980000, 42.641000], [43.555000, 26.983000, 39.618000], [41.204000, 27.125000, 34.538000], [42.647000, 27.142000, 34.049000], [40.593000, 31.702000, 40.180000], [44.053000, 23.687000, 35.655000], [38.729000, 28.539000, 39.607000], [43.572000, 23.945000, 41.953000], [40.362000, 28.085000, 34.159000], [43.092000, 27.939000, 44.968000], [41.770000, 30.757000, 40.460000], [39.508000, 28.668000, 38.477000], [42.581000, 23.026000, 44.172000], [39.254000, 24.799000, 39.657000], [40.863000, 33.193000, 39.972000], [41.158000, 23.486000, 38.432000], [41.851000, 22.275000, 41.929000], [42.887000, 27.329000, 43.689000], [37.476000, 29.281000, 39.853000], [40.429000, 26.820000, 44.392000], [43.094000, 31.252000, 40.500000], [38.617000, 23.086000, 37.721000], [42.245000, 33.698000, 40.017000], [46.246000, 28.746000, 39.136000], [48.640000, 28.852000, 38.971000], [38.012000, 30.649000, 37.672000], [38.331000, 23.981000, 38.909000], [37.009000, 30.264000, 38.796000], [43.402000, 32.709000, 40.324000], [39.206000, 29.755000, 37.445000], [45.703000, 24.677000, 34.095000], [40.118000, 22.778000, 37.561000], [40.607000, 27.713000, 45.571000], [42.026000, 28.033000, 45.977000], [45.320000, 25.704000, 36.224000], [40.890000, 26.102000, 35.632000], [47.362000, 30.645000, 39.745000], [41.543000, 26.712000, 43.236000], [40.747000, 24.543000, 39.519000], [37.688000, 31.530000, 37.070000], [40.064000, 33.772000, 39.813000], [42.250000, 28.456000, 46.808000], [49.031000, 29.284000, 38.181000], [40.040000, 26.604000, 36.337000], [39.886000, 27.689000, 46.274000], [43.824000, 27.270000, 42.982000], [43.720000, 23.488000, 36.744000], [43.267000, 27.777000, 34.769000], [37.862000, 22.631000, 37.191000], [41.595000, 29.670000, 40.542000], [39.823000, 29.830000, 36.628000], [39.524000, 31.383000, 40.204000], [38.811000, 25.537000, 40.341000], [45.346000, 29.261000, 39.119000], [39.137000, 27.798000, 40.323000], [43.858000, 25.003000, 42.478000], [40.419000, 27.923000, 38.170000], [36.746000, 28.982000, 40.723000], [41.824000, 22.327000, 40.858000], [42.206000, 23.178000, 38.276000], [49.267000, 28.799000, 39.793000], [37.297000, 24.143000, 39.230000], [48.464000, 27.730000, 38.765000], [43.533000, 24.088000, 40.945000], [45.962000, 23.738000, 33.844000], [40.839000, 28.894000, 33.653000], [42.954000, 24.168000, 35.436000], [44.256000, 22.628000, 35.254000], [44.462000, 33.053000, 40.327000], [42.941000, 26.175000, 34.068000], [41.740000, 26.007000, 36.297000], [44.664000, 25.414000, 37.077000], [42.546000, 27.270000, 32.842000], [44.966000, 25.074000, 33.442000], [41.283000, 25.089000, 40.085000], [44.714000, 23.413000, 42.222000], [41.328000, 25.961000, 42.515000], [42.365000, 22.213000, 44.702000], [48.237000, 31.299000, 39.927000], [43.931000, 30.564000, 40.696000], [41.781000, 23.742000, 44.360000], [40.561000, 25.196000, 35.201000], [46.121000, 28.198000, 38.320000], [46.728000, 25.114000, 34.303000], [44.018000, 28.219000, 44.896000], [46.252000, 27.885000, 39.884000], [43.571000, 23.294000, 44.609000]],
  "forces_ev_per_angstrom": [[-2.6, 0.0, -0.6], [-3.7, -2.9, -0.3], [0.9, -2.7, -1.0], [3.4, 0.9, -0.7], [-0.1, 1.7, 2.9], [3.6, -2.0, 0.5], [2.1, 3.3, -0.2], [-0.2, 1.4, 1.1], [0.6, 1.5, 0.0], [3.3, 1.1, -3.4], [-0.4, -0.6, 0.1], [-0.5, -0.5, -0.5], [-1.7, 1.8, -3.5], [1.0, -4.0, -1.2], [-0.4, -0.2, -1.2], [-0.7, -7.4, -3.7], [3.3, -1.2, -0.8], [-2.1, 0.0, 3.1], [-3.0, 5.7, 3.8], [0.8, 0.1, 1.4], [1.8, -1.2, -1.1], [-1.3, 0.6, 1.3], [-2.8, -1.6, 2.8], [2.1, -1.3, 1.0], [-2.9, 2.9, -1.3], [3.6, 2.0, 0.6], [-4.0, -0.1, 1.1], [-1.2, 0.5, 0.7], [6.0, -0.1, 6.1], [-4.3, -1.8, 1.7], [-7.9, -2.9, -1.2], [-2.2, 2.8, -1.1], [0.7, 1.5, -3.9], [2.0, 4.0, -3.1], [2.7, -2.9, -2.0], [4.8, -5.5, 1.2], [-3.2, 1.0, 0.9], [-2.5, -4.8, 1.1], [-2.5, -1.8, -1.6], [-0.8, 0.4, -2.3], [3.2, 2.8, -2.1], [-0.4, 3.0, 0.0], [5.9, 2.7, 5.2], [1.5, -4.6, -0.4], [0.1, -1.6, 4.4], [-2.0, -4.3, 2.1], [-0.2, -3.0, 1.8], [0.9, -0.3, -2.1], [5.0, -2.7, 0.6], [-3.3, -0.3, -0.9], [-4.5, -0.2, 5.5], [1.2, 2.2, 1.7], [-2.3, 3.6, 3.8], [6.2, -3.2, -3.3], [-2.3, -2.7, -9.2], [2.3, 0.3, 1.2], [-1.8, 4.0, 0.9], [-0.8, 9.8, 4.5], [0.2, 2.1, 7.2], [-7.9, -6.1, -7.5], [0.6, -1.1, 0.2], [-2.7, 2.4, -0.7], [1.0, 2.7, 5.5], [2.3, 1.9, -3.9], [1.8, -1.4, -2.0], [-2.5, 0.4, 2.1], [-2.3, 0.1, 1.2], [1.8, 0.6, -1.1], [-0.5, -0.5, -1.7], [-1.3, -1.1, -1.1], [0.1, 0.7, 0.0], [1.2, 0.5, -1.8], [1.2, 0.1, -0.1], [0.6, -0.5, -0.1], [-1.4, 1.5, 1.0], [-0.9, 0.6, -0.1], [-1.8, -2.5, -1.1], [-2.2, 2.0, 1.3], [1.7, 0.8, -1.9], [0.6, 1.0, -0.7], [-0.7, 0.3, 0.3], [1.7, 0.4, 1.5], [0.1, -0.2, -0.6], [-0.2, 1.9, 0.0], [-0.8, 0.0, -2.7], [0.3, -3.6, -1.1], [0.2, 0.8, -0.8], [2.3, -1.7, -0.7], [-0.4, 2.0, 0.1], [-1.1, -0.3, 0.0], [1.2, -3.1, 0.6], [0.4, -0.1, -0.2], [0.5, 1.6, 0.5], [0.9, 0.8, 3.0], [0.4, 0.9, -1.6], [4.7, 3.4, 3.6], [-2.6, 1.6, -1.4], [0.2, 0.0, -1.0], [-1.3, -4.2, 0.9], [0.8, -1.0, -0.7], [-0.4, 0.5, -0.2], [0.4, 0.3, 0.3], [-0.4, -1.0, -0.3], [1.0, -2.0, -4.5], [-1.5, 0.6, -1.0], [5.3, 2.2, 1.6], [-0.5, 1.3, -0.3], [-0.7, 0.6, -0.6]]
}